Entry from OMol25: an isolated ion of composition CH5N4 and charge +1 at a distorted geometry (ωB97M-V/def2-TZVPD).

```
10
Properties=species:S:1:pos:R:3:nbo_charge:R:1
N 1.386 0.437 -0.595 -0.425
N 1.262 -0.474 0.568 -0.404
C 0.202 0.207 0.047 0.509
N -0.981 0.872 0.307 -0.357
N -1.156 -0.438 -0.325 -0.427
H 1.748 0.218 -1.505 0.428
H 1.603 -0.183 1.424 0.387
H -1.360 0.928 1.251 0.416
H -1.436 -0.314 -1.305 0.447
H -1.270 -1.253 0.133 0.427
```

**Orbital gap**: 11.38 eV
**LUMO level**: -3.58 eV
**SMILES string**: N1NC12N[NH2+]2
**E**: -259.68364 a.u.
**Charge**: +1
**Energy relative to the best compared isomer or geometry (same formula, charge and spin)**: 3.485 eV

Entry from OMol25: a 2-piece molecular cluster, H3N3O overall at a distorted geometry (ωB97M-V/def2-TZVPD).

```
7
Properties=species:S:1:pos:R:3:nbo_charge:R:1
N 1.219 -1.674 1.507 -0.117
N 2.387 -0.337 0.050 -0.547
N 1.706 -0.963 0.790 0.272
O -0.874 0.055 -0.182 -0.954
H -1.105 -0.818 0.148 0.478
H 2.010 0.473 -0.414 0.392
H -1.632 0.622 -0.019 0.476
```

**Orbital gap**: 10.80 eV
**LUMO level**: 0.84 eV
**E**: -241.24067 a.u.
**Energy relative to the best compared isomer or geometry (same formula, charge and spin)**: 0.897 eV